1.
The following is a DFT calculation (ωB97M-V with the def2-TZVPD basis set) of C35H33ClHgN4P2Se2 as an isolated structure.

Element x y z (Å)
Hg (-0.59, -0.05, -0.17)
Se (7.21, -0.26, -0.29)
P (5.83, 1.34, -0.41)
C (6.17, 2.48, 0.95)
C (5.34, 2.48, 2.07)
C (5.67, 3.24, 3.18)
C (6.84, 4.00, 3.18)
C (7.68, 3.97, 2.07)
C (7.36, 3.20, 0.97)
C (6.02, 2.23, -1.99)
C (6.52, 3.51, -2.14)
C (6.64, 4.07, -3.41)
C (6.25, 3.35, -4.53)
C (5.75, 2.06, -4.38)
C (5.65, 1.50, -3.12)
C (4.09, 0.83, -0.41)
C (2.77, 1.32, -0.23)
N (1.96, 0.30, -0.58)
N (2.68, -0.73, -0.97)
N (3.96, -0.45, -0.87)
P (1.96, 2.88, 0.26)
Se (-0.22, 2.61, -0.02)
C (2.55, 4.21, -0.80)
C (1.79, 4.64, -1.89)
C (2.22, 5.71, -2.66)
C (3.38, 6.39, -2.32)
C (4.13, 5.97, -1.24)
C (3.74, 4.87, -0.49)
C (2.34, 3.30, 1.92)
C (2.59, 4.62, 2.40)
C (2.58, 4.89, 3.75)
C (2.31, 3.88, 4.70)
C (2.02, 2.58, 4.25)
C (2.02, 2.29, 2.90)
H (4.45, 1.87, 2.07)
H (5.02, 3.25, 4.04)
H (7.09, 4.60, 4.04)
H (8.61, 4.54, 2.08)
H (8.04, 3.13, 0.13)
H (6.80, 4.09, -1.27)
H (7.03, 5.07, -3.52)
H (6.33, 3.80, -5.51)
H (5.45, 1.49, -5.26)
H (5.28, 0.48, -3.00)
H (0.87, 4.12, -2.12)
H (1.63, 6.04, -3.51)
H (3.70, 7.25, -2.91)
H (5.05, 6.50, -0.98)
H (4.34, 4.53, 0.35)
H (2.78, 5.42, 1.70)
H (2.79, 5.90, 4.08)
H (2.29, 4.11, 5.76)
H (1.77, 1.81, 4.97)
H (1.75, 1.29, 2.56)
Cl (-3.09, -0.21, -0.02)
C (2.27, -1.26, 1.97)
N (1.43, -1.91, 3.02)
C (2.06, -3.18, 3.47)
C (-0.03, -2.09, 2.57)
C (-0.18, -2.90, 1.32)
C (-0.28, -4.29, 1.40)
C (-0.38, -5.06, 0.25)
C (-0.37, -4.42, -0.98)
C (-0.30, -3.03, -1.05)
C (-0.21, -2.23, 0.10)
H (3.28, -1.11, 2.36)
H (1.84, -0.31, 1.69)
H (2.29, -1.89, 1.09)
H (1.40, -1.28, 3.82)
H (2.13, -3.85, 2.62)
H (1.46, -3.64, 4.25)
H (3.06, -2.96, 3.85)
H (-0.41, -1.09, 2.40)
H (-0.56, -2.52, 3.42)
H (-0.31, -4.78, 2.38)
H (-0.46, -6.14, 0.32)
H (-0.44, -5.00, -1.89)
H (-0.31, -2.56, -2.03)

HOMO energy (alpha / beta)	-1.83 / -5.03	eV
ΔE to the lowest compared entry with this formula, charge and spin	0.0	kJ/mol
HOMO-LUMO gap (alpha / beta)	3.54 / 6.71	eV
spin multiplicity	2
expectation value of S²	0.77
net charge	-1

2.
The following is a DFT calculation (ωB97M-V with the def2-TZVPD basis set) of a 2-piece molecular cluster, C10H13O2 overall.

Element x y z (Å)
C (-1.71, 1.17, -3.26)
C (1.90, 0.04, -2.74)
C (0.63, 0.17, -3.31)
C (2.15, 0.52, -1.47)
C (-0.38, 0.81, -2.61)
C (1.16, 1.25, -0.81)
C (-0.11, 1.32, -1.34)
H (2.68, -0.35, -3.38)
H (0.44, -0.14, -4.33)
H (3.01, 0.19, -0.91)
H (1.36, 1.69, 0.16)
H (-1.65, 2.22, -3.52)
H (-2.55, 0.89, -2.64)
H (-0.94, 1.80, -0.83)
H (-1.83, 0.59, -4.17)
C (-0.49, -0.84, 1.87)
C (-1.85, -1.46, 1.63)
C (-0.15, -0.78, 3.42)
O (-1.04, -0.35, 4.17)
O (0.96, -1.28, 3.74)
H (0.38, -1.41, 1.53)
H (-0.48, 0.22, 1.60)
H (-2.53, -0.81, 1.07)
H (-2.35, -1.57, 2.60)
H (-1.90, -2.43, 1.13)

HOMO energy	-3.76	eV
ΔE to the lowest compared entry with this formula, charge and spin	68.3	kJ/mol
HOMO-LUMO gap	6.66	eV
net charge	-1

3.
The following is a DFT calculation (ωB97M-V with the def2-TZVPD basis set) of C3H6N2O in the gas phase.

Element x y z (Å)
C (1.68, -0.63, 0.00)
N (1.05, 0.67, -0.19)
C (-0.23, 0.97, -0.40)
N (-1.08, -0.09, -0.36)
C (-2.30, 0.37, 0.17)
O (-2.82, -0.11, 1.14)
H (1.29, -1.15, 0.89)
H (2.75, -0.47, 0.14)
H (1.53, -1.26, -0.88)
H (1.64, 1.48, -0.10)
H (-0.83, -1.03, -0.04)
H (-2.67, 1.25, -0.37)

HOMO energy	-8.93	eV
ΔE to the lowest compared entry with this formula, charge and spin	220.7	kJ/mol
HOMO-LUMO gap	9.67	eV
net charge	0

4.
The following is a DFT calculation (ωB97M-V with the def2-TZVPD basis set) of a 3-piece molecular cluster, C24H40BrF2N3O5 overall.

Element x y z (Å)
C (5.14, -3.30, -0.20)
C (5.46, -1.89, -0.74)
C (4.22, -1.00, -0.84)
C (4.52, 0.33, -1.51)
O (3.38, 0.91, -2.18)
C (2.24, 1.03, -1.49)
C (2.01, 1.90, -0.49)
Br (3.30, 3.10, 0.13)
C (0.69, 1.97, 0.20)
O (0.53, 2.56, 1.24)
C (-0.45, 1.26, -0.44)
C (-0.23, 0.38, -1.41)
N (-1.29, -0.40, -1.97)
C (-1.64, -1.54, -1.22)
O (-1.08, -1.97, -0.28)
F (-2.79, -2.02, -1.66)
C (-1.26, -0.50, -3.38)
O (-1.12, 0.41, -4.12)
F (-1.41, -1.77, -3.80)
C (1.14, 0.10, -1.91)
O (1.34, -0.85, -2.62)
H (5.54, -3.45, 0.80)
H (5.54, -4.07, -0.85)
H (4.06, -3.45, -0.15)
H (5.91, -1.97, -1.74)
H (6.20, -1.41, -0.10)
H (3.46, -1.53, -1.42)
H (3.83, -0.85, 0.17)
H (4.93, 1.05, -0.81)
H (5.25, 0.19, -2.31)
H (-1.45, 1.47, -0.07)
C (-9.03, 0.55, -3.08)
C (-7.60, 0.81, -2.64)
N (-6.67, -0.21, -3.07)
C (-5.37, -0.11, -2.43)
C (-4.51, 1.12, -2.73)
C (-6.66, -0.50, -4.49)
C (-6.34, 0.65, -5.45)
H (-9.37, -0.43, -2.73)
H (-9.69, 1.31, -2.66)
H (-9.15, 0.59, -4.16)
H (-7.57, 0.83, -1.54)
H (-7.31, 1.82, -2.97)
H (-4.80, -1.01, -2.69)
H (-5.53, -0.17, -1.35)
H (-4.06, 1.09, -3.72)
H (-3.70, 1.19, -2.01)
H (-5.09, 2.05, -2.65)
H (-7.64, -0.91, -4.76)
H (-5.95, -1.32, -4.65)
H (-6.87, 1.57, -5.18)
H (-6.66, 0.39, -6.46)
H (-5.28, 0.87, -5.50)
C (4.95, 0.57, 7.15)
C (4.77, 0.67, 5.64)
N (4.03, -0.44, 5.07)
C (4.09, -0.49, 3.62)
C (3.44, 0.66, 2.83)
C (2.73, -0.70, 5.66)
C (1.69, 0.44, 5.64)
H (5.42, -0.37, 7.42)
H (5.58, 1.39, 7.50)
H (4.00, 0.64, 7.68)
H (5.76, 0.66, 5.18)
H (4.33, 1.65, 5.40)
H (3.65, -1.44, 3.30)
H (5.15, -0.54, 3.35)
H (2.36, 0.59, 2.83)
H (3.78, 0.62, 1.80)
H (3.72, 1.64, 3.22)
H (2.88, -1.00, 6.70)
H (2.31, -1.58, 5.16)
H (2.14, 1.40, 5.91)
H (0.90, 0.23, 6.36)
H (1.22, 0.55, 4.66)

HOMO energy	-8.18	eV
HOMO-LUMO gap	6.17	eV
SMILES	CCCCOC1=C(Br)C(=O)C=C(N(C(=O)F)C(=O)F)C1=O.CCN(CC)CC.CCN(CC)CC
net charge	0

5.
The following is a DFT calculation (ωB97M-V with the def2-TZVPD basis set) of an isolated ion of composition C2H4NO2 and charge +1.

Element x y z (Å)
N (0.74, -0.08, 0.44)
C (-0.94, 0.13, -0.04)
O (-1.60, -0.47, 0.71)
C (-1.72, 0.88, -1.41)
O (-1.14, 1.58, -2.16)
H (0.68, 0.22, 1.44)
H (1.37, 0.45, -0.12)
H (0.75, -1.13, 0.38)
H (-2.74, 0.70, -1.35)

HOMO energy	-15.84	eV
ΔE to the lowest compared entry with this formula, charge and spin	140.2	kJ/mol
HOMO-LUMO gap	10.22	eV
SMILES	[NH3+]C(=O)C=O
net charge	+1

6.
The following is a DFT calculation (ωB97M-V with the def2-TZVPD basis set) of C3H2 in the gas phase.

Element x y z (Å)
C (0.53, 0.48, 0.02)
C (2.32, -0.10, 0.00)
C (-0.72, -0.02, -0.02)
H (-0.65, -1.07, -0.11)
H (-1.49, 0.71, 0.11)

HOMO energy (alpha / beta)	-8.81 / -9.53	eV
ΔE to the lowest compared entry with this formula, charge and spin	421.3	kJ/mol
HOMO-LUMO gap (alpha / beta)	7.51 / 7.81	eV
net charge	0